DFT (wB97M-V/def2-TZVPD) results for a structure of composition C36H40AuGeN5O2SSe.

Computed properties:
- orbital gap (spin up / spin down) (hartree) = 0.2354 / 0.2481
- energy above the lowest of the compared OMol25 structures with the same formula, charge and spin (kJ/mol) = 0.0
- total energy (eV) = -185915.5030
- spin multiplicity = 3
- ⟨S²⟩ = 2.01

Last column: Mulliken spin population.
CARTESIAN COORDINATES (ANGSTROEM)
Au (0.089, -0.310, 1.819)  -0.0696
O (-1.203, -3.246, 0.675)  0.0029
H (-1.121, -2.538, -0.003)  0.0105
H (-0.302, -3.590, 0.747)  0.0000
C (-0.876, 3.085, 3.487)  -0.0028
N (-0.231, 3.092, 2.191)  -0.0017
C (-0.791, 2.690, 1.027)  0.0337
Se (-2.464, 1.990, 0.771)  0.0009
N (0.155, 2.812, 0.069)  0.0362
C (1.367, 3.193, 0.628)  -0.0353
C (2.634, 3.368, 0.099)  0.0560
C (3.637, 3.746, 0.978)  -0.0021
C (3.379, 3.952, 2.334)  0.0087
C (2.108, 3.778, 2.862)  -0.0153
C (1.112, 3.389, 1.983)  0.0124
H (-1.934, 2.882, 3.340)  -0.0003
H (-0.741, 4.055, 3.965)  0.0002
H (-0.458, 2.293, 4.109)  0.0005
H (0.019, 2.402, -0.840)  -0.0344
H (2.848, 3.201, -0.949)  -0.0027
H (4.644, 3.871, 0.602)  -0.0008
H (4.190, 4.242, 2.989)  0.0003
H (1.909, 3.918, 3.916)  -0.0003
C (1.298, -0.087, 0.320)  1.7416
Ge (2.213, -0.666, -1.250)  0.1090
C (2.354, -2.624, -1.089)  0.0627
C (2.273, -3.153, 0.202)  0.0351
C (2.337, -4.524, 0.423)  0.0242
C (2.480, -5.395, -0.649)  0.0018
C (2.576, -4.885, -1.935)  0.0012
C (2.519, -3.513, -2.149)  -0.0094
C (1.388, -0.063, -2.930)  0.0514
C (1.242, 1.314, -3.104)  0.0121
C (0.630, 1.848, -4.230)  0.0136
C (0.162, 0.999, -5.225)  0.0021
C (0.313, -0.373, -5.078)  -0.0003
C (0.916, -0.897, -3.941)  -0.0050
C (3.987, 0.175, -1.208)  -0.0292
C (4.693, 0.190, -0.005)  0.0206
C (5.933, 0.805, 0.087)  0.0291
C (6.487, 1.421, -1.028)  0.0001
C (5.796, 1.416, -2.232)  0.0030
C (4.555, 0.795, -2.318)  0.0091
H (2.134, -2.484, 1.045)  -0.0098
H (2.277, -4.909, 1.434)  0.0010
H (2.527, -6.464, -0.481)  -0.0001
H (2.698, -5.556, -2.777)  0.0001
H (2.623, -3.145, -3.162)  0.0003
H (1.643, 1.986, -2.351)  -0.0406
H (0.529, 2.921, -4.337)  0.0004
H (-0.311, 1.405, -6.110)  0.0000
H (-0.048, -1.042, -5.850)  -0.0003
H (0.978, -1.972, -3.833)  -0.0003
H (4.258, -0.267, 0.878)  -0.0239
H (6.465, 0.809, 1.030)  0.0008
H (7.454, 1.904, -0.959)  0.0000
H (6.223, 1.893, -3.105)  0.0002
H (4.026, 0.801, -3.265)  -0.0003
C (-4.823, -3.320, 1.939)  0.0005
C (-4.449, -2.072, 2.670)  0.0019
C (-5.352, -1.172, 3.172)  -0.0001
C (-4.861, -0.069, 3.873)  -0.0003
N (-3.569, 0.101, 4.115)  -0.0006
C (-2.689, -0.763, 3.614)  0.0075
S (-1.009, -0.607, 3.974)  -0.0015
N (-3.138, -1.823, 2.877)  0.0074
C (-5.780, 0.975, 4.419)  -0.0002
H (-5.903, -3.446, 1.937)  0.0000
H (-4.363, -4.182, 2.422)  0.0000
H (-4.447, -3.300, 0.920)  0.0001
H (-6.413, -1.316, 3.026)  -0.0002
H (-2.442, -2.393, 2.373)  -0.0062
H (-6.776, 0.904, 3.985)  0.0000
H (-5.358, 1.959, 4.224)  0.0000
H (-5.859, 0.855, 5.501)  0.0000
C (-3.611, 0.881, -2.738)  -0.0008
N (-3.052, -0.162, -1.903)  0.0022
C (-3.896, -0.769, -0.906)  -0.0118
C (-1.776, -0.545, -2.061)  0.0145
O (-1.186, -1.420, -1.438)  -0.0049
H (-4.273, 1.504, -2.136)  0.0000
H (-4.175, 0.471, -3.580)  0.0000
H (-2.813, 1.518, -3.116)  -0.0001
H (-4.622, -1.450, -1.361)  0.0000
H (-4.431, 0.000, -0.347)  -0.0004
H (-3.259, -1.318, -0.220)  0.0098
H (-1.270, 0.017, -2.856)  -0.0141